# 1
Below is a cluster of 9 separate species, C36H99N9O9 in total in a non-equilibrium geometry, with properties calculated with ωB97M-V/def2-TZVPD.

Geometry as XYZ:
```
153
Properties=species:S:1:pos:R:3:forces:R:3
O 14.3261 27.1368 -9.4028 -0.42 0.78 -1.96
O 8.9991 26.8012 -17.2765 -1.04 -0.75 0.23
O 10.3900 22.0042 -12.0945 -0.23 -0.43 0.30
O 10.3741 29.9518 -13.7696 0.29 0.50 1.02
O 5.3374 25.9841 -8.2439 1.38 -0.67 -0.32
O 10.1704 26.1158 -10.4639 1.39 -0.25 1.21
O 8.2361 30.3124 -7.8243 0.39 0.19 0.51
O 8.1088 26.4217 -4.9533 0.45 -0.06 0.43
O 16.8054 23.9250 -3.4884 -1.50 -1.35 -1.08
N 2.2647 26.5669 -10.0481 -1.85 -0.96 -1.23
N 8.8280 25.0781 -19.7354 -0.43 -0.40 0.73
N 11.6076 23.7863 -15.0871 -0.06 -1.10 -0.16
N 5.6419 27.5194 -3.5832 0.33 0.60 -0.28
N 14.4907 22.5873 -3.6031 0.47 -0.74 -1.21
N 11.1048 31.3194 -6.9330 -1.17 0.62 -1.27
N 11.8088 26.7985 -8.0945 -1.51 1.40 -0.04
N 15.9244 27.2362 -6.6880 -1.65 0.12 0.30
N 7.6717 31.2885 -12.6327 0.09 -0.27 -0.58
C 6.7570 25.7453 -8.4335 -0.91 -1.01 0.02
C 11.8315 25.5515 -8.8002 0.93 -0.68 1.93
C 9.2841 25.6167 -5.2278 -1.26 0.46 0.79
C 17.5049 25.0949 -3.4400 1.41 1.10 0.44
C 14.7289 29.4676 -6.4734 0.61 -1.44 -1.51
C 12.2049 24.1590 -12.7366 -0.38 -1.24 -0.98
C 7.0010 28.0407 -3.5795 2.13 -0.23 1.96
C 10.8839 29.7216 -5.2139 0.75 -0.02 1.43
C 7.3079 29.0073 -2.3629 -0.64 0.03 -0.69
C 9.8051 26.8658 -18.4006 3.16 0.57 -1.05
C 7.8521 29.0095 -8.3963 0.65 1.68 1.43
C 3.1734 26.2450 -8.9917 -0.16 2.10 0.87
C 6.4548 29.3232 -13.4543 1.71 0.66 -0.14
C 9.7648 26.8985 -16.0784 -0.17 -0.93 0.29
C 14.9587 28.2046 -8.7212 -2.50 1.42 0.59
C 15.4047 22.3905 -4.7535 0.75 0.21 -0.95
C 8.1610 27.3078 -20.1708 -1.08 1.03 -2.16
C 10.5495 22.2545 -13.5210 -1.38 -0.18 1.80
C 12.1141 24.5643 -7.6883 0.88 -1.35 0.24
C 9.0110 29.8097 -14.0945 -0.52 -1.89 -0.18
C 13.5700 27.5986 -10.6098 1.20 -1.00 0.23
C 11.7727 23.0421 -13.8032 1.50 2.01 1.08
C 9.2864 26.4243 -19.8388 0.88 1.60 1.62
C 10.3699 30.1032 -6.5686 1.51 -0.69 0.50
C 14.7374 28.0360 -7.2071 2.60 0.98 1.12
C 8.8749 30.3236 -6.5309 -0.01 -0.93 -0.46
C 14.7740 21.8690 -6.1184 -0.10 -0.42 1.32
C 2.4663 25.3362 -7.9816 -0.09 -1.18 0.63
C 16.4178 23.5758 -4.8566 -0.95 -0.08 0.93
C 7.9080 29.8940 -13.0144 -1.32 0.58 -0.71
C 9.3489 25.5310 -11.4088 -0.81 -0.89 -0.12
C 10.5166 25.1638 -9.4083 0.41 1.06 -0.96
C 9.3374 21.0582 -11.7943 0.36 0.41 -1.66
C 4.5624 25.9361 -9.4421 0.59 -0.40 0.32
C 8.0595 26.9262 -3.5953 0.66 0.61 -1.59
C 10.9282 28.9970 -12.8709 -0.13 0.12 -0.22
H 6.4383 28.2601 -13.6942 0.11 -0.10 0.51
H 11.2678 24.4427 -7.0122 -0.05 -0.04 -0.07
H 6.9651 31.2748 -11.9112 0.22 0.46 0.37
H 8.7994 31.2300 -5.9302 -0.73 0.79 -0.84
H 11.8303 24.0319 -11.7209 -0.09 -0.18 -0.20
H 8.3909 25.3544 -10.9198 -0.49 -0.33 -0.31
H 7.5329 29.3277 -9.3887 -0.18 -0.63 0.05
H 8.3330 29.1225 -2.0109 0.30 -0.79 -0.34
H 6.0468 29.8009 -14.3451 0.44 0.37 -0.13
H 9.0022 21.0546 -10.7572 0.62 0.24 0.01
H 9.6162 20.0669 -12.1519 0.39 -0.34 0.47
H 10.6892 26.2512 -18.2309 0.21 -0.67 0.13
H 7.2134 26.4435 -9.1351 0.04 0.28 0.26
H 9.6726 22.8439 -13.7887 -0.23 -0.24 -0.60
H 7.9815 26.0931 -2.8968 -0.55 -0.06 0.25
H 10.1154 29.3196 -4.5536 0.20 -0.55 -0.03
H 8.8749 30.4502 -14.9659 -0.45 0.20 0.28
H 15.9551 28.4926 -9.0565 0.46 -0.81 0.24
H 10.5114 29.0371 -11.8645 0.10 0.47 0.24
H 10.1531 26.2235 -5.4824 -0.02 0.08 -0.11
H 15.9407 24.4459 -5.3076 0.12 0.19 -0.18
H 12.9769 24.8361 -7.0801 -0.04 0.66 0.08
H 8.2233 29.3605 -12.1176 0.14 -0.64 -0.12
H 13.6755 23.1404 -3.8260 0.14 0.34 -0.08
H 2.4811 27.2816 -10.7282 0.72 0.05 0.27
H 17.3234 23.2822 -5.3875 -0.01 0.04 -0.26
H 8.4665 21.2517 -12.4205 -0.35 0.51 0.03
H 2.6685 24.2671 -8.0479 0.79 -0.07 -0.38
H 15.5470 29.9820 -6.9777 0.42 0.23 0.40
H 13.3460 26.7568 -11.2652 0.08 -0.56 0.51
H 8.4760 28.3236 -20.4094 0.14 0.27 0.77
H 7.0812 28.5835 -7.7541 -0.37 -0.05 -0.32
H 10.2795 27.8457 -18.3476 -0.15 0.67 -0.87
H 16.9913 26.0477 -3.5680 -0.82 -0.16 -0.56
H 5.7619 29.6106 -12.6634 0.00 -0.47 0.20
H 12.7568 27.1028 -7.9253 -0.42 -0.17 -0.42
H 8.5572 31.6357 -12.2932 -0.12 0.43 0.42
H 9.7855 24.5816 -11.7188 -0.28 -0.18 -0.22
H 9.1722 26.1340 -12.2994 0.30 0.40 0.20
H 3.3388 27.2213 -8.5361 0.21 -0.05 1.13
H 10.6150 21.2825 -14.0098 -0.32 -0.02 -0.42
H 6.7119 28.7834 -1.4782 -0.26 0.22 -0.14
H 10.6661 24.1319 -9.7263 -0.31 -0.04 -0.82
H 9.7208 25.1280 -8.6644 -0.12 0.29 0.23
H 10.0676 26.4603 -20.5980 0.35 0.56 0.29
H 11.4021 27.4500 -8.7504 -0.07 0.70 0.12
H 11.8935 25.1147 -13.1581 0.22 0.10 0.28
H 4.6027 25.0104 -10.0162 0.32 -0.57 0.32
H 13.8372 27.4658 -6.9777 0.49 0.21 0.14
H 10.7674 27.9570 -13.1548 -0.15 -0.20 -0.62
H 16.7767 27.7594 -6.8291 0.07 0.27 -0.12
H 12.4844 23.9670 -15.5548 0.89 0.59 0.72
H 1.3809 25.2554 -8.0397 -0.23 0.88 -0.62
H 17.9103 25.2019 -2.4339 0.42 -0.30 0.00
H 7.1312 29.9996 -2.7780 -0.69 0.20 0.58
H 12.6024 28.0450 -10.3805 0.31 0.40 0.36
H 18.2906 25.0351 -4.1932 0.49 0.41 0.10
H 13.9629 22.3926 -6.6244 -0.03 0.57 0.62
H 1.4388 26.8783 -9.5572 -0.36 0.03 -0.45
H 10.1465 27.8995 -15.8775 -0.27 0.15 -0.10
H 9.4682 25.0520 -4.3139 0.39 -0.37 -0.12
H 8.3937 29.5971 -5.8761 0.11 -0.56 -0.20
H 8.4390 25.3120 -18.8331 -1.41 -1.85 0.69
H 14.4264 29.1425 -8.8797 -0.52 0.19 -0.78
H 7.3306 27.2890 -19.4649 0.20 0.04 0.13
H 10.6055 26.2086 -16.0049 0.35 -0.12 -0.79
H 12.4675 23.5971 -8.0459 -0.54 -0.38 -0.32
H 8.6747 28.2945 -8.4076 0.26 0.13 -0.26
H 12.0025 29.1808 -12.8842 -0.10 0.02 0.29
H 8.9890 27.4422 -3.3544 0.47 -0.17 -0.14
H 13.2876 24.0374 -12.7019 0.06 0.65 0.11
H 12.7198 25.5714 -9.4316 -0.52 -0.57 -0.84
H 14.3725 20.9125 -5.7836 -0.37 -0.13 -0.25
H 12.6111 22.3486 -13.7392 0.10 -0.17 -0.64
H 14.9243 29.3821 -5.4045 -0.14 -0.01 -0.14
H 9.6384 24.5413 -19.4611 0.24 -0.54 -0.09
H 2.6230 25.5675 -6.9280 0.51 0.36 -0.14
H 13.8864 30.1179 -6.7089 -0.38 -0.47 0.22
H 5.6015 26.8952 -4.3762 -0.28 -0.08 -0.41
H 15.9456 26.4885 -7.3666 0.46 -0.55 0.07
H 12.0564 31.1409 -7.2205 0.39 -0.49 0.47
H 16.0587 21.5783 -4.4359 -0.06 -0.34 -0.01
H 11.7944 29.1245 -5.2642 -0.40 -0.85 -0.16
H 10.6883 29.3148 -7.2507 -0.64 -0.41 -0.21
H 11.3250 30.5543 -4.6661 -0.56 0.70 -0.12
H 15.1326 23.0770 -2.9963 -0.69 0.37 0.74
H 7.7827 27.0291 -21.1544 -0.46 -0.46 -0.01
H 4.9356 26.7030 -10.1209 -0.16 0.35 -0.20
H 7.2639 25.6309 -7.4754 -0.27 1.14 0.27
H 9.1566 26.4765 -15.2783 -0.44 0.70 0.11
H 7.3227 28.6744 -4.4059 -0.94 -0.39 -0.58
H 10.6966 31.4608 -7.8459 -0.16 1.07 -0.56
H 11.2904 23.1403 -15.7957 -0.96 -0.52 -0.12
H 14.2062 28.1947 -11.2640 -0.02 0.57 0.46
H 8.9381 28.7732 -14.4236 -0.38 -0.20 -0.45
H 6.9640 24.7405 -8.8018 -0.49 -0.28 -0.73
H 5.6155 26.8926 -2.7916 -0.29 -0.08 0.35
H 15.4365 21.5998 -6.9410 0.71 0.31 0.41
H 9.0088 24.9417 -6.0382 0.21 0.04 -0.01
```
Positions in Å, forces in eV/Å.

Computed properties:
E_HOMO (spin up / spin down)	0.6 / -7.3	eV
total energy	-70764.3737	eV
largest force on an atom	0.06565	Eh/bohr
charge	-1
HOMO-LUMO gap (spin up / spin down)	0.05901 / 0.34653	hartree
energy relative to the best compared isomer or geometry (same formula, charge and spin)	4.152	eV
2S+1	2

# 2
Below is a cluster of 2 separate species, C8H12O6Si in total in a non-equilibrium geometry, with properties calculated with ωB97M-V/def2-TZVPD.

Geometry as XYZ:
```
27
Properties=species:S:1:pos:R:3:forces:R:3
Si 2.2121 -1.2765 -0.9443 -0.80 0.10 -0.68
O -2.7818 -1.6224 -0.4827 -0.28 -2.18 -1.66
O -3.9546 0.4669 1.2912 0.39 0.32 -0.78
O 4.6366 -0.1886 -0.1493 0.03 0.14 -0.07
O 3.0309 -0.2358 1.4349 0.48 0.18 -0.14
O -2.2622 1.4307 0.0541 0.04 -0.37 0.68
O -1.1341 -1.0410 0.8843 0.31 -0.08 0.41
C 3.4938 -0.3917 0.1767 -0.49 0.01 0.10
C 4.0523 0.1245 2.3861 1.03 -2.09 -0.51
C 0.9628 0.1133 -1.3929 0.72 0.38 1.61
C -2.9830 0.4119 0.5823 0.11 1.34 1.35
C -2.0372 -2.8646 -0.8354 0.25 0.91 -1.29
C -2.1987 -0.8531 0.3648 0.99 0.73 0.11
C 0.6713 0.4369 -2.6350 -2.71 2.75 2.08
C -2.6075 2.8263 0.2338 0.45 -0.01 2.05
H -3.2015 3.0377 1.1827 -0.50 -0.71 -1.91
H -2.8118 -3.4943 -1.3440 0.98 0.53 0.57
H 4.3808 1.1296 2.2205 0.04 0.60 0.23
H -2.8806 3.0625 -0.7733 -1.06 1.08 0.01
H 4.9472 -0.5724 2.2501 -1.10 0.99 0.12
H 0.4928 0.8211 -0.6806 0.49 -0.76 0.10
H -1.6347 -3.2714 0.0833 -0.12 -0.33 0.00
H -0.0634 1.2740 -2.7864 0.89 -0.73 -0.08
H 3.6040 -0.1127 3.3307 -0.08 0.48 0.58
H 0.9462 -0.0423 -3.4608 1.38 -2.06 -3.32
H -1.7439 3.4484 0.5454 0.38 -0.94 -0.78
H -1.1357 -2.6169 -1.5362 -1.82 -0.28 1.20
```
Positions in Å, forces in eV/Å.

Computed properties:
E_HOMO	-8.5	eV
total energy	-28649.1321	eV
largest force on an atom	0.08533	Eh/bohr
charge	0
HOMO-LUMO gap	0.28443	hartree
energy relative to the best compared isomer or geometry (same formula, charge and spin)	7.723	eV

# 3
Below is an isolated molecule of C10H9NO in a non-equilibrium geometry, with properties calculated with ωB97M-V/def2-TZVPD.

Geometry as XYZ:
```
21
Properties=species:S:1:pos:R:3:forces:R:3
O -2.3807 0.7457 -1.6743 0.35 -0.85 1.39
N 1.4971 1.7757 0.1476 0.47 1.13 -1.36
C 3.1939 0.2189 -0.1695 -1.55 0.13 0.15
C -2.8420 1.3380 1.6602 0.47 -0.38 0.72
C 0.8338 -0.4515 0.0421 -0.43 0.05 -0.69
C 0.5730 0.9247 0.0403 0.80 0.17 0.50
C -0.2115 -1.4706 0.2499 -2.84 0.38 -1.02
C 2.8479 1.5546 -0.1312 -2.58 -0.90 0.88
C -2.1779 0.0125 -0.4712 -0.49 1.60 -0.92
C -2.4340 0.6450 0.7385 -0.85 0.65 0.02
C 2.1577 -0.7474 0.0158 0.56 1.69 0.09
C -1.6082 -1.3177 -0.6303 3.85 0.32 -2.24
H -2.1651 -2.2117 -0.4211 -0.72 -0.09 0.26
H -2.9753 1.8414 2.6163 0.00 -0.25 -0.92
H 2.3489 -1.6956 0.3838 1.11 -2.11 -0.17
H -1.2569 -1.3620 -1.7604 -0.86 -0.13 2.14
H -0.0057 -2.5128 0.0884 0.96 -0.28 0.18
H -0.5432 -1.2890 1.2490 -0.36 -0.43 0.99
H 4.1514 -0.1872 -0.3114 1.37 0.03 -0.06
H 3.3743 2.4915 -0.1815 0.81 -0.37 -0.10
H -2.3773 1.6975 -1.4807 -0.10 -0.39 0.18
```
Positions in Å, forces in eV/Å.

Computed properties:
E_HOMO (spin up / spin down)	-8.0 / -7.1	eV
total energy	-14046.9044	eV
largest force on an atom	0.08691	Eh/bohr
charge	0
HOMO-LUMO gap (spin up / spin down)	0.29637 / 0.26701	hartree
energy relative to the best compared isomer or geometry (same formula, charge and spin)	6.794	eV